The following is a quantum chemistry calculation of the molecule C19H20N2OS2, from the Open Molecules 2025 dataset.

The geometry in XYZ format:
```
44
Properties=species:S:1:pos:R:3:forces:R:3
C 2.453936 2.003277 1.064426 0.049 -0.086 -0.044
C 3.316927 0.860361 0.613203 -0.212 -0.109 -0.039
C 4.659366 0.809944 0.956017 0.100 -0.083 -0.040
C 5.462484 -0.246323 0.562755 0.083 0.052 0.073
C 4.925561 -1.271546 -0.195189 -0.027 0.003 -0.029
C 3.592978 -1.237266 -0.558915 0.032 0.073 -0.082
C 2.783972 -0.183848 -0.151450 0.598 -0.065 0.160
N 1.440578 -0.115086 -0.553520 -0.471 0.436 -0.273
C 0.534445 -1.131142 -0.517972 0.027 -0.186 0.071
S 0.881657 -2.576849 0.211294 0.190 -0.632 0.433
N -0.668723 -0.888613 -1.110325 0.281 0.193 -0.147
C -1.736299 -1.863921 -0.946066 -0.340 -0.084 0.048
C -2.657980 -1.522141 0.177625 0.562 -0.503 0.517
C -2.530160 -1.702313 1.523248 -0.033 -0.070 -0.578
C -3.704145 -1.168655 2.107677 -0.353 0.216 -0.294
C -4.457693 -0.704896 1.076236 -0.080 0.031 0.784
O -3.835057 -0.911027 -0.097397 -0.074 0.022 -0.428
C -0.895302 0.366492 -1.819591 -0.086 0.317 -0.314
C -2.160486 0.361305 -2.680378 0.189 -0.100 0.001
C -0.947552 1.552585 -0.889510 -0.102 0.079 0.271
C -0.488662 2.812892 -1.140687 -0.051 -0.342 -0.052
C -0.731702 3.710697 -0.078201 -0.083 0.151 0.196
C -1.369750 3.117907 0.961790 -0.133 -0.270 -0.017
S -1.694679 1.456484 0.670097 0.322 0.362 -0.324
H 2.999933 2.635075 1.759997 0.006 0.067 0.028
H 2.144911 2.623089 0.220192 -0.089 0.076 0.015
H 1.557163 1.638410 1.565779 -0.116 0.046 0.007
H 5.079240 1.609523 1.549817 0.016 0.082 0.056
H 6.503394 -0.267086 0.848570 0.093 -0.004 0.027
H 5.543809 -2.098165 -0.510577 0.053 -0.076 -0.034
H 3.170832 -2.028999 -1.156072 -0.009 -0.022 -0.037
H 1.067568 0.824593 -0.596518 -0.008 -0.081 -0.102
H -1.246090 -2.816472 -0.722877 -0.216 0.212 -0.135
H -2.299186 -1.959776 -1.873103 0.048 -0.005 0.029
H -1.702308 -2.160294 2.023804 0.239 -0.112 0.022
H -3.949627 -1.139464 3.149214 -0.129 0.038 0.206
H -5.418040 -0.229742 1.043057 -0.119 0.066 -0.105
H -0.038343 0.513647 -2.497383 -0.161 0.026 0.190
H -2.113869 -0.418254 -3.436486 -0.045 -0.098 -0.082
H -2.230201 1.321798 -3.186502 0.018 0.033 0.000
H -3.049403 0.230310 -2.070090 -0.087 0.007 -0.015
H 0.008793 3.089467 -2.054365 0.107 0.001 -0.204
H -0.439433 4.745110 -0.091762 0.049 0.190 0.043
H -1.672913 3.553050 1.892959 -0.038 0.148 0.199
```
Forces are in eV/Å.

## Properties
HOMO energy ... -7.824 eV
LUMO level ... 0.5930 eV
Kohn-Sham gap ... 0.3093 hartree
E ... -46725.5615 eV
Relative energy (zero: lowest compared OMol25 entry of this formula, charge and spin) ... 10.2 kcal per mole
SMILES ... Cc1ccccc1NC(=S)N(Cc1ccco1)[C@@H](C)c1cccs1
Net charge ... 0

The following is a quantum chemistry calculation of a cluster of 2 separate species, C19H21BN2 in total, from the Open Molecules 2025 dataset.

The geometry in XYZ format:
```
43
Properties=species:S:1:pos:R:3:forces:R:3
C -4.411907 1.597686 2.221596 -0.380 0.042 0.567
N -3.329513 1.116563 1.394555 0.788 -0.876 0.544
C -2.308414 0.345919 1.845379 -0.128 0.759 -0.664
C -1.375272 0.147078 0.801098 -0.102 -0.265 -0.260
C -0.167408 -0.564916 0.884814 -0.982 -0.741 -0.361
C 0.550481 -1.104463 -0.208060 0.116 -0.003 -0.026
C 0.195563 -1.486170 -1.536886 1.170 0.167 0.186
N 1.312207 -1.924502 -2.190111 -1.043 0.312 0.650
C 1.369921 -2.348789 -3.576323 -0.269 -0.116 -0.401
C 2.415533 -1.865576 -1.339644 -0.067 0.385 0.555
C 1.968094 -1.389919 -0.088677 0.456 -0.292 -0.520
C 2.877180 -1.193438 0.942836 0.662 -0.270 -0.160
C 4.230468 -1.491374 0.695414 -0.676 0.119 0.324
C 4.660856 -1.943646 -0.556385 -0.504 -0.122 -0.504
C 3.747759 -2.128744 -1.607863 0.488 -0.125 0.145
C -1.925371 0.838519 -0.370394 -0.764 0.320 0.366
C -3.144702 1.432095 0.053655 0.688 0.114 -0.189
C -3.915971 2.274719 -0.733943 0.046 0.023 -0.352
C -3.476110 2.507617 -2.043641 -0.255 -0.174 0.642
C -2.292096 1.922945 -2.496729 0.528 -0.347 0.231
C -1.498675 1.106211 -1.665107 -0.422 0.418 -0.615
H -5.079558 2.237056 1.633208 0.244 -0.269 0.249
H -4.979149 0.748428 2.625556 0.057 0.273 -0.156
H -4.003995 2.175576 3.063116 -0.167 -0.102 -0.301
H -2.305858 -0.024810 2.871509 0.167 0.213 -0.373
H 0.204450 -0.807976 1.888647 0.116 0.423 -0.341
H -0.760107 -1.482678 -2.052836 0.211 -0.044 0.251
H 2.402108 -2.597416 -3.849137 -0.390 0.116 0.160
H 0.740736 -3.234443 -3.738078 0.195 0.213 0.069
H 1.015322 -1.539957 -4.229595 0.150 -0.228 0.152
H 2.525886 -0.812709 1.895302 0.320 0.167 0.144
H 4.954421 -1.367249 1.500671 -0.225 0.044 -0.220
H 5.714903 -2.158579 -0.718493 -0.223 0.069 0.009
H 4.050471 -2.466708 -2.601966 0.139 0.104 0.443
H -4.818115 2.734358 -0.324117 0.297 -0.085 -0.363
H -4.060396 3.153108 -2.697220 0.176 -0.171 0.127
H -1.970889 2.119260 -3.520993 -0.011 -0.067 0.332
H -0.567433 0.685494 -2.027670 -0.169 0.299 -0.053
H 1.441465 0.745106 3.180427 0.079 0.119 0.321
B 2.254039 1.335286 3.956614 0.342 0.262 0.166
H 3.406571 0.984491 3.747240 0.107 -0.333 -0.333
H 2.260748 2.550911 3.810916 -0.305 0.052 -0.363
H 2.091757 1.175637 5.161314 -0.461 -0.383 -0.082
```
Forces are in eV/Å.

## Properties
HOMO energy ... -6.903 eV
LUMO level ... -2.0901 eV
Kohn-Sham gap ... 0.1769 hartree
E ... -23696.5715 eV
Relative energy (zero: lowest compared OMol25 entry of this formula, charge and spin) ... 57.6 kcal per mole
Net charge ... 0

The following is a quantum chemistry calculation of the molecule C19H21ClN4O2S, from the Open Molecules 2025 dataset.

The geometry in XYZ format:
```
48
Properties=species:S:1:pos:R:3:forces:R:3
C 3.269102 0.458066 1.917056 0.219 0.055 0.313
N 2.186064 -0.020834 1.107967 -0.308 -0.205 -0.074
C 1.162629 -0.839407 1.513717 0.088 0.092 -0.120
C 1.079097 -1.331297 2.930345 -0.037 -0.097 0.344
N -0.010930 -2.217790 3.234294 0.121 0.059 -0.306
C 0.055570 -3.515634 2.567760 0.218 -0.343 0.020
C -1.395982 -3.969743 2.484168 0.123 0.072 -0.040
C -2.106316 -2.657729 2.168386 0.002 0.065 0.083
C -1.353966 -1.662018 3.050809 -0.377 0.161 0.242
N 0.317345 -1.110639 0.560599 -0.440 -0.375 0.274
C 0.774356 -0.454219 -0.549920 0.711 0.517 0.078
C 0.248851 -0.401058 -1.832839 0.356 -0.028 0.068
C 0.911290 0.380724 -2.764125 0.182 -0.363 0.697
N 0.365090 0.503159 -4.048991 -0.760 0.091 -0.530
S -1.273261 0.858304 -4.182359 0.348 0.419 -0.123
O -1.410015 1.519437 -5.445316 0.161 0.194 0.028
O -2.049814 -0.311741 -3.925547 0.076 -0.035 0.385
C -1.497687 2.025313 -2.838429 -0.091 -0.460 -0.450
C -0.958687 3.290097 -2.973195 -0.014 0.109 -0.028
C -1.006463 4.170522 -1.906989 -0.020 -0.068 0.025
C -1.587763 3.755594 -0.715805 -0.009 -0.249 -0.248
Cl -1.623256 4.836535 0.625235 -0.011 0.168 0.210
C -2.140956 2.489284 -0.585571 0.028 0.122 -0.025
C -2.093401 1.618744 -1.660629 -0.106 0.012 -0.015
C 2.086096 1.069620 -2.432685 -0.076 -0.017 -0.134
C 2.631692 1.003976 -1.166517 0.116 0.024 0.095
C 1.960063 0.247351 -0.221898 -0.497 -0.179 -0.492
H 2.893124 1.053147 2.752974 0.080 0.014 -0.056
H 3.921667 1.079645 1.307772 -0.011 -0.023 0.055
H 3.849617 -0.376459 2.317715 0.029 0.086 -0.034
H 1.008018 -0.461618 3.596948 0.164 -0.044 -0.045
H 2.013603 -1.852610 3.174481 0.007 0.154 0.035
H 0.681520 -4.192674 3.157012 -0.012 -0.053 -0.099
H 0.475159 -3.429615 1.557129 -0.010 -0.064 0.053
H -1.548246 -4.732764 1.723923 -0.007 -0.069 0.013
H -1.725296 -4.355947 3.449619 -0.016 -0.073 0.028
H -1.949379 -2.400208 1.121331 -0.038 0.004 0.001
H -3.173269 -2.684472 2.381167 -0.055 0.022 -0.011
H -1.824734 -1.582147 4.039019 -0.098 0.105 -0.129
H -1.322224 -0.668899 2.598486 -0.010 0.017 0.022
H -0.637550 -0.945804 -2.106695 -0.116 -0.146 0.028
H 0.907932 1.059152 -4.692067 -0.080 0.101 -0.146
H -0.519483 3.577546 -3.915560 0.094 0.116 -0.085
H -0.594940 5.163968 -1.990466 0.023 0.077 0.005
H -2.595449 2.189333 0.345251 -0.033 -0.008 0.085
H -2.517329 0.630055 -1.599396 -0.044 -0.122 0.086
H 2.576397 1.659421 -3.193594 0.048 0.102 -0.071
H 3.542114 1.536332 -0.934568 0.081 0.060 -0.011
```
Forces are in eV/Å.

## Properties
HOMO energy ... -8.309 eV
LUMO level ... 0.3464 eV
Kohn-Sham gap ... 0.3181 hartree
E ... -53457.1034 eV
Relative energy (zero: lowest compared OMol25 entry of this formula, charge and spin) ... 0.0 kcal per mole
SMILES ... Cn1c(CN2CCCC2)nc2cc(NS(=O)(=O)c3ccc(Cl)cc3)ccc21
Net charge ... 0

The following is a quantum chemistry calculation of the molecule C19H21ClN6O, from the Open Molecules 2025 dataset.

The geometry in XYZ format:
```
48
Properties=species:S:1:pos:R:3:forces:R:3
O 0.224712 4.767025 0.466534 0.192 0.153 0.162
C 1.093017 4.013923 0.897053 -1.907 -0.746 -0.502
C 2.519727 4.343876 0.416546 0.805 -0.825 0.415
C 2.589096 4.767485 -1.083793 -0.170 -0.332 1.122
N 2.281453 3.601907 -1.893514 -1.985 -0.223 -0.547
C 1.024168 3.123904 -2.247546 0.896 1.005 0.770
N 1.139591 2.032556 -2.940568 0.675 -0.368 -0.397
C 2.498068 1.852490 -3.014613 -0.145 -0.819 0.301
N 3.213465 2.742650 -2.340954 -0.238 -0.135 -0.817
N 0.650837 2.879939 1.625523 1.748 1.617 -0.675
C -0.778701 2.541232 1.586901 0.194 -0.121 -0.255
C -1.000332 1.030197 1.389011 0.925 0.199 0.627
C 0.139688 0.323740 0.597307 -0.102 -0.015 -0.609
C -0.130354 -1.178568 0.615788 -0.796 1.317 0.970
N 0.066093 -1.944883 1.625843 1.811 2.051 0.893
N -0.528869 -3.147560 1.478529 -1.457 -1.258 -1.625
C -1.175420 -3.140165 0.336061 0.351 -1.197 0.889
C -1.950996 -4.333392 -0.066203 -0.354 -0.552 -0.521
C -2.282204 -5.296166 0.920506 -0.504 -0.075 -0.056
C -2.986710 -6.465945 0.582332 0.660 1.439 -0.543
C -3.363814 -6.691478 -0.747802 -0.142 -0.279 0.596
C -3.029661 -5.789568 -1.749561 -0.103 0.241 0.993
C -2.359316 -4.613756 -1.404477 0.374 -0.768 0.998
Cl -1.912584 -3.646314 -2.751925 0.131 0.621 -0.321
C -1.007796 -1.836740 -0.347946 0.133 -0.737 -0.727
C 1.543198 0.701240 1.132469 0.392 -0.519 0.544
C 1.556313 1.840804 2.150163 -1.130 -0.134 -0.219
H 2.899068 5.183015 0.989460 -0.079 0.158 0.350
H 3.230966 3.508041 0.583650 -0.366 0.402 -0.172
H 3.588162 5.141693 -1.325888 -0.051 -0.459 0.056
H 1.915146 5.612583 -1.277446 -0.169 -0.630 -0.044
H 0.077567 3.562843 -1.932831 0.525 0.192 -0.079
H 2.896107 0.958694 -3.529550 0.048 0.941 0.487
H -1.251511 3.015750 0.728378 0.290 0.539 0.249
H -1.290265 2.855137 2.517766 0.210 0.048 -0.489
H -1.025103 0.609363 2.397426 -0.286 -0.490 -0.260
H -1.964188 0.953602 0.891059 -0.074 -0.483 0.138
H 0.085452 0.644794 -0.476686 -0.041 -0.181 0.837
H -2.054594 -5.091916 1.987624 0.048 -0.099 -1.012
H -3.230389 -7.143891 1.373379 -0.208 -0.388 0.141
H -3.959796 -7.581523 -0.952723 0.258 0.212 -0.222
H -3.311023 -5.948690 -2.777228 -0.003 -0.074 -0.086
H -2.004999 -1.405843 -0.436840 0.118 0.456 -0.407
H -0.473500 -1.907342 -1.307487 -0.602 0.015 0.016
H 2.140865 1.031105 0.292844 0.323 -0.131 -0.291
H 2.009677 -0.178935 1.600815 -0.052 0.175 -0.303
H 1.115608 1.463869 3.101233 0.516 0.459 -0.361
H 2.574082 2.239218 2.321381 -0.658 -0.206 -0.016
```
Forces are in eV/Å.

## Properties
HOMO energy ... -8.764 eV
LUMO level ... -0.0362 eV
Kohn-Sham gap ... 0.3207 hartree
E ... -43553.0804 eV
Relative energy (zero: lowest compared OMol25 entry of this formula, charge and spin) ... 38.7 kcal per mole
SMILES ... O=C(CCn1cncn1)N1CCC(C2=NN=C(c3ccccc3Cl)C2)CC1
Net charge ... 0

The following is a quantum chemistry calculation of a structure of composition C19H21F5N5O5PtS2, from the Open Molecules 2025 dataset.

The geometry in XYZ format:
```
58
Properties=species:S:1:pos:R:3:forces:R:3
Pt -0.924584 1.075818 -0.763203 -1.040 0.444 0.621
F 5.668221 -0.777768 0.764193 -0.062 -0.005 -0.040
C 4.401684 -0.833400 0.375390 -0.507 0.007 -0.103
C 3.745068 0.312597 -0.069447 -0.063 -0.258 0.127
F 4.377879 1.484159 -0.103953 0.028 -0.085 -0.011
C 2.415578 0.238539 -0.457381 -0.098 -0.323 0.052
F 1.811883 1.378116 -0.855726 0.561 -0.118 0.024
C 1.679700 -0.952260 -0.417623 0.848 0.347 0.296
S 0.024007 -1.106124 -0.909020 -1.119 1.345 -0.439
C 2.365840 -2.090745 0.034541 0.039 0.594 0.066
F 1.724567 -3.253433 0.108176 -0.040 -0.123 -0.009
C 3.696637 -2.036637 0.428721 0.012 0.277 -0.109
F 4.302847 -3.132645 0.873375 -0.020 0.017 -0.033
C -1.518533 -4.837317 2.625327 -0.181 0.020 -0.190
C -0.846368 -3.893684 3.599853 -0.198 0.650 -0.140
S -1.308279 -2.197540 3.150384 0.843 0.285 0.297
O -0.500046 -1.748109 2.034780 0.165 -0.416 0.369
O -2.728926 -2.108678 2.973279 -0.435 -0.608 0.404
C -0.826793 -1.110275 4.576334 -0.168 -0.749 -0.644
C -1.643295 0.182787 4.569989 0.058 -0.168 0.632
N -2.046726 0.555799 3.227877 -0.248 0.499 -0.456
C -1.224526 0.938923 2.236849 0.281 0.166 0.252
N -1.880497 1.029466 1.083227 1.016 -0.911 -0.286
C -3.168744 0.679989 1.325685 -0.881 -0.420 0.826
C -3.291532 0.380917 2.657471 0.316 0.630 -1.463
N -4.474117 -0.083898 3.307983 -0.035 0.293 -0.065
O -4.461639 -0.204748 4.512670 -0.135 -0.084 0.443
O -5.414133 -0.289633 2.585603 -0.371 -0.145 -0.238
C 0.217254 1.223116 2.374231 0.133 -0.080 0.085
H -1.208817 -5.862263 2.816257 0.071 0.012 0.038
H -1.248034 -4.572906 1.605992 0.019 -0.089 -0.126
H -2.599805 -4.776917 2.721852 -0.033 -0.027 -0.014
H 0.235008 -3.931092 3.523079 0.181 0.035 0.125
H -1.177781 -4.060273 4.620406 0.025 0.041 0.164
H 0.237063 -0.934754 4.456378 0.140 -0.053 -0.026
H -1.000895 -1.668238 5.489974 -0.018 -0.025 0.163
H -1.061441 1.000988 5.005071 -0.084 -0.143 -0.056
H -2.552525 0.040201 5.158296 0.325 0.200 -0.239
H -3.933512 0.660517 0.572922 -0.033 -0.077 -0.063
H 0.442265 1.716213 3.317073 0.019 0.076 0.055
H 0.524992 1.861874 1.545061 0.049 -0.050 0.124
H 0.769517 0.283590 2.324741 0.077 0.013 -0.050
N -0.499136 1.931161 -2.548696 0.814 -1.005 -0.803
C 0.150200 2.172975 -3.485350 -0.568 -0.225 1.034
N 0.851889 2.417807 -4.527233 0.220 0.171 -0.297
C 1.289095 1.356265 -5.430797 -0.075 -0.399 -0.721
C 0.663551 1.613405 -6.807752 0.077 -0.292 0.237
O 1.033120 2.885798 -7.277105 0.118 0.030 -0.075
C 0.562633 3.909345 -6.436012 -0.010 0.140 0.281
C 1.126120 3.766924 -5.013240 0.131 0.594 -0.395
H 0.997012 0.382205 -5.036697 0.032 0.095 0.029
H 2.380478 1.412991 -5.514458 -0.144 -0.051 0.097
H -0.431680 1.531843 -6.734639 0.087 -0.016 -0.028
H 1.030202 0.889981 -7.537145 -0.045 0.009 0.107
H -0.536747 3.895675 -6.399987 0.070 0.024 -0.001
H 0.898698 4.847494 -6.880207 -0.088 -0.021 0.139
H 0.673386 4.501240 -4.346201 0.072 -0.064 -0.014
H 2.212715 3.904623 -5.031167 -0.129 0.017 0.050
```
Forces are in eV/Å.

## Properties
HOMO energy ... -10.823 eV
LUMO level ... -4.9222 eV
Kohn-Sham gap ... 0.2168 hartree
E ... -76224.7744 eV
Relative energy (zero: lowest compared OMol25 entry of this formula, charge and spin) ... 11.4 kcal per mole
Net charge ... +1